Record 1
Molecular formula: C10H19N3O7
Method: DFT, ωB97M-V/def2-TZVPD

The LUMO energy comes out at 0.0118 hartree. As for the HOMO-LUMO gap: 9.64 eV. The calculation puts the calculated total energy at -1083.33442 hartree. The SMILES is OC[C@@H]1O/C(=N\O)[C@H](O)[C@H]1O.CNC(=O)CNC(C)=O. The calculation puts the highest occupied orbital energy at -0.3424 Eh. For the energy above the lowest of the compared OMol25 structures with the same formula, charge and spin, the calculation gives 99.3 kcal/mol.

Geometry as XYZ:
```
39
C10H19N3O7 ωB97M-V/def2-TZVPD
O -0.0384 -4.3489 0.2141
O 0.7722 -4.1135 4.0974
O 2.1255 2.1976 -3.4774
O 1.4716 -1.8667 2.3591
O -1.7878 -1.7385 0.8147
O -2.2699 3.1628 -0.4462
O 0.9888 0.7677 2.9621
N -1.9321 2.5221 -2.5679
N 0.1586 0.0827 2.0335
N 0.6390 1.6200 -1.9472
C 0.4404 -1.1754 1.7841
C -1.6006 2.5539 -1.2697
C -3.1253 3.1525 -3.1289
C -0.3676 -1.9921 0.8154
C -0.3031 1.8564 -0.8427
C 1.3912 -3.2206 1.8859
C -0.0145 -3.3960 1.2876
C 1.6925 -4.2318 3.0013
C 1.5021 3.9313 -1.9801
C 1.4428 2.5156 -2.5178
H -3.1089 3.0869 -4.2177
H 1.6426 -5.2449 2.5882
H -3.1621 4.2027 -2.8308
H 0.6948 0.6900 -2.3301
H 0.1693 2.4484 -0.0583
H 0.0270 -1.8153 -0.1880
H 0.5116 1.4975 3.3973
H -1.3091 2.0362 -3.1944
H 2.7129 -4.0652 3.3618
H 1.8208 3.9113 -0.9397
H 2.1364 -3.3531 1.0947
H 0.5230 4.3983 -2.0610
H -0.7158 -3.7090 2.0694
H -2.1318 -1.7107 1.7263
H -4.0185 2.6515 -2.7495
H -0.5811 0.8946 -0.4131
H 2.2236 4.4997 -2.5650
H 1.0155 -4.7089 4.8267
H 0.3643 -3.9890 -0.5939
```

=====

Record 2
Molecular formula: C10H19NNiOSi
Method: DFT, ωB97M-V/def2-TZVPD

The LUMO energy (spin up / spin down) comes out at 0.2072 / 0.2069 hartree. As for the HOMO-LUMO gap (spin up / spin down): 4.07 / 4.03 eV. Its spin multiplicity is 3. The calculation puts the calculated total energy at -2320.10995 hartree. Its total charge is -2. The calculation puts the highest occupied orbital energy (spin up / spin down) at 0.0575 / 0.0589 Eh. For the energy above the lowest of the compared OMol25 structures with the same formula, charge and spin, the calculation gives 0.0 kcal/mol.

Geometry as XYZ:
```
33
C10H19NNiOSi ωB97M-V/def2-TZVPD
Ni 0.0000 0.0000 0.0000
Si -1.9222 3.0162 1.1922
O -1.0197 1.6001 0.6324
N -0.6721 0.2816 -1.7041
C 2.0724 0.6528 0.9994
C -3.4062 2.4563 2.1754
C 1.6085 -1.5943 0.7919
C -0.8177 4.0664 2.2692
C -2.4887 4.0109 -0.2818
C -1.3241 -1.6113 -0.2368
C 2.0388 -1.1149 -0.4778
C -1.5355 -0.9538 -1.6237
C 2.3175 0.2761 -0.3530
C 1.6370 -0.5024 1.7055
H -2.5960 -0.6684 -1.7781
H -4.0590 1.8298 1.5335
H 2.1692 1.6592 1.4097
H -0.6202 0.6792 -2.6422
H -2.2065 -1.5407 0.4168
H 1.3375 -0.5394 2.7547
H -3.9729 3.3430 2.5268
H 0.0648 4.3952 1.6828
H -3.0674 1.8630 3.0494
H -3.0546 4.8990 0.0669
H -1.3808 4.9549 2.6212
H -1.2441 -1.6580 -2.4279
H 1.3077 -2.6160 1.0247
H -1.6052 4.3404 -0.8661
H 2.0992 -1.6988 -1.3981
H 2.6422 0.9411 -1.1558
H -0.4802 3.4714 3.1426
H -3.1420 3.3828 -0.9215
H -0.9659 -2.6484 -0.3076
```

=====

Record 3
Molecular formula: C10H19NO2
Method: DFT, ωB97M-V/def2-TZVPD

The LUMO energy comes out at 0.0279 hartree. As for the HOMO-LUMO gap: 9.04 eV. The calculation puts the calculated total energy at -597.48932 hartree. The SMILES is COCC(C)(C)[C@@]1(C)C=C(C)ON1. The calculation puts the highest occupied orbital energy at -0.3041 Eh. For the energy above the lowest of the compared OMol25 structures with the same formula, charge and spin, the calculation gives 96.4 kcal/mol.

Geometry as XYZ:
```
32
C10H19NO2 ωB97M-V/def2-TZVPD
O 2.3594 0.6851 1.1973
O -2.5361 0.8720 0.2023
N 1.4215 -0.3058 1.6304
C 1.5779 0.0747 -0.8275
C 0.7660 -0.8346 0.0970
C -3.0638 2.2632 0.4002
C -1.1368 0.8029 0.0407
C -1.2772 -1.1693 -1.3607
C 2.3929 0.7909 -0.0961
C -1.4505 -1.4492 1.0904
C -0.7641 -0.6544 0.0051
C 1.2889 -2.2581 0.0303
C 3.4516 1.6368 -0.6000
H 1.0886 -2.7632 -0.9466
H -0.8515 -2.1039 -1.5233
H 0.6443 0.2682 1.9830
H -0.8227 1.3003 -0.8546
H -2.4394 2.8744 -0.3058
H -4.0895 2.1295 -0.0482
H -2.3999 -1.0545 1.2682
H 0.8126 -3.0630 0.7940
H -1.2475 -0.5501 -2.1861
H -2.3966 -1.3326 -1.3851
H -3.0937 2.7404 1.3802
H 3.6294 2.5742 -0.0074
H 1.1906 0.3118 -1.7551
H 3.1326 2.0404 -1.6357
H -0.8722 -1.3485 2.0573
H -0.6407 1.2804 0.9855
H 4.4232 0.9754 -0.7819
H 2.4619 -2.2180 0.1824
H -1.5593 -2.5154 0.9695
```

=====

Record 4
Molecular formula: C10H20
Method: DFT, ωB97M-V/def2-TZVPD

The LUMO energy comes out at 0.0378 hartree. As for the HOMO-LUMO gap: 11.83 eV. The calculation puts the calculated total energy at -392.97964 hartree. The SMILES is C1CCCC1.C1CCCC1. The calculation puts the highest occupied orbital energy at -0.3968 Eh. For the energy above the lowest of the compared OMol25 structures with the same formula, charge and spin, the calculation gives 24.4 kcal/mol.

Geometry as XYZ:
```
30
C10H20 ωB97M-V/def2-TZVPD
C -1.6345 3.5941 -4.3310
C 1.5794 -3.5123 4.3023
C 2.3146 -1.3932 3.6191
C -1.0137 1.5557 -3.0237
C -2.5928 1.8126 -2.9827
C 2.1319 -2.1708 4.8820
C -0.3999 2.7199 -3.9698
C -2.8217 2.5960 -4.2352
C 0.6790 -3.1143 3.1511
C 1.5999 -2.1404 2.5018
H -2.7780 2.4253 -2.0795
H -0.8249 0.5415 -3.4253
H 1.0373 -4.2204 4.9581
H 0.4818 -4.0300 2.5612
H -1.4069 4.1578 -5.2562
H 1.0502 -1.4319 1.8528
H -0.6020 1.5930 -1.9968
H 1.3687 -1.5670 5.4096
H 2.0107 -0.3603 3.8767
H -1.7023 4.3232 -3.5008
H 3.3681 -1.3596 3.2807
H 2.4395 -2.5555 1.9117
H -3.2252 0.9069 -2.9104
H -2.8353 1.8524 -5.0551
H -3.8044 3.1054 -4.2265
H 2.4228 -4.0602 3.8398
H 0.2935 3.3415 -3.3713
H 3.0151 -2.2505 5.5446
H 0.1372 2.4016 -4.8840
H -0.2883 -2.7605 3.5568
```

=====

Record 5
Molecular formula: C10H20Ag2BBr10F4
Method: DFT, ωB97M-V/def2-TZVPD

The LUMO energy comes out at -0.2286 hartree. As for the HOMO-LUMO gap: 5.66 eV. The calculation puts the calculated total energy at -26851.36004 hartree. Its total charge is +1. The calculation puts the highest occupied orbital energy at -0.4368 Eh. For the energy above the lowest of the compared OMol25 structures with the same formula, charge and spin, the calculation gives 0.0 kcal/mol.

Geometry as XYZ:
```
47
C10H20Ag2BBr10F4 ωB97M-V/def2-TZVPD
Ag -2.9664 1.7138 -1.4466
Ag -3.2390 -1.5149 -0.5102
Br 2.9408 -2.3141 2.9818
Br 3.3383 2.6281 2.2323
Br 2.1469 -0.9036 -1.3705
Br -0.8360 -1.3987 4.4145
Br -2.8736 2.7039 4.9868
Br -2.6192 -3.9812 -1.7535
Br -0.4089 2.8126 -3.0159
Br -0.9003 4.1747 1.2500
Br 0.5948 -4.6812 -2.8641
Br 2.2338 1.8274 -5.0184
F -2.3414 0.1400 0.9343
F -0.1149 0.7642 0.6916
F -1.2836 -0.1428 -1.0855
F -0.7186 -1.4482 0.7468
C 1.2284 0.6411 -3.7923
C -1.9297 -3.4728 -3.5298
C -1.8429 1.0739 5.2814
C -0.2156 1.0478 -3.7941
C 3.0231 -1.8329 0.1552
C 0.6727 3.6495 2.2644
C -0.4454 -3.1566 -3.4089
C 1.7364 3.2173 1.2782
C -1.4766 0.4023 3.9813
C 2.1929 -1.5277 1.3648
B -1.0721 -0.1496 0.3187
H 1.4468 2.3403 0.7105
H 1.6933 0.6939 -2.8126
H -2.3316 0.2242 3.3415
H 2.1096 -0.4696 1.5952
H -2.4956 0.4580 5.8959
H 1.3872 -0.3768 -4.1450
H -0.8268 0.3727 -3.1963
H 2.0014 4.0454 0.6305
H -0.7119 0.9735 3.4674
H -0.9579 1.2102 5.9019
H -2.1543 -4.2890 -4.2068
H 1.1780 -1.8980 1.2576
H 4.0365 -1.4496 0.1831
H 3.0438 -2.8955 -0.0623
H -0.3575 -2.3612 -2.6687
H 1.0580 4.4777 2.8537
H 0.3640 2.8579 2.9343
H -0.1422 -2.7239 -4.3619
H -2.4732 -2.5862 -3.8432
H -0.6914 1.1238 -4.7672
```

=====

Record 6
Molecular formula: C10H20AlFNO2Ti
Method: DFT, ωB97M-V/def2-TZVPD

The LUMO energy comes out at -0.2221 hartree. As for the HOMO-LUMO gap: 5.97 eV. The calculation puts the calculated total energy at -1789.63153 hartree. Its total charge is +1. The calculation puts the highest occupied orbital energy at -0.4415 Eh.

Geometry as XYZ:
```
36
C10H20AlFNO2Ti ωB97M-V/def2-TZVPD
Ti 0.0453 1.7071 0.8338
Al -1.5249 -1.0650 -0.0620
F -5.3263 0.2402 -1.1176
O 2.6023 1.2954 1.1061
O 0.0944 -0.3568 2.7336
N -1.4615 -1.8141 1.6461
C -4.2510 0.0417 -0.2517
C 2.3711 2.6844 1.1206
C 1.1663 -1.4866 -0.3623
C 3.1804 0.8444 -0.1703
C 3.4307 -0.6484 -0.0689
C -0.0962 -1.8584 -1.1377
C 2.5036 -1.3881 -1.0634
C -3.6654 1.4397 -0.0013
C -3.3107 -0.9816 -0.8416
C -0.6642 -1.0963 2.1804
H 2.8587 3.2201 1.9241
H 4.0714 1.4269 -0.3693
H 2.9128 -2.3588 -1.3104
H 0.9910 -0.4458 0.0205
H -4.3212 2.1826 -0.4364
H -3.3129 -0.8664 -1.9226
H -0.1758 -2.9388 -1.1846
H -4.6489 -0.3428 0.6826
H -0.0617 -1.4266 -2.1342
H 4.4747 -0.9162 -0.1344
H 1.2954 2.8152 1.3168
H -3.6198 1.6629 1.0630
H -0.9085 0.4627 0.3133
H 2.6011 3.1359 0.1608
H 1.2571 -2.0969 0.5299
H -2.6868 1.5691 -0.4726
H 3.0957 -0.9408 0.9203
H 2.4093 -0.7768 -1.9552
H -3.7437 -1.9567 -0.6267
H 2.4184 1.0337 -0.9287
```

=====

Record 7
Molecular formula: C10H20BF3N3O7P
Method: DFT, ωB97M-V/def2-TZVPD

The LUMO energy comes out at -0.0185 hartree. As for the HOMO-LUMO gap: 8.52 eV. The calculation puts the calculated total energy at -1750.01563 hartree. The calculation puts the highest occupied orbital energy at -0.3317 Eh. For the energy above the lowest of the compared OMol25 structures with the same formula, charge and spin, the calculation gives 12.5 kcal/mol.

Geometry as XYZ:
```
45
C10H20BF3N3O7P ωB97M-V/def2-TZVPD
P 0.9958 -0.6491 -0.9365
F 2.0371 1.1585 -2.7951
F 2.0207 -0.1796 3.4190
F 2.7313 2.7260 -1.3063
O -1.3483 3.8457 -2.3051
O 0.4355 2.5814 -1.8034
O 1.9175 3.4541 -3.4224
O -1.1154 -0.7318 2.5222
O -0.2659 -0.0466 -1.7539
O -4.0258 -1.6158 -0.5797
O 0.4949 4.9434 -4.3315
N -0.3077 0.9553 1.1030
N 1.4406 -1.9423 -1.9296
N 1.2863 -1.4052 1.6453
C 1.0466 1.1150 1.7571
C 0.2141 -1.3534 0.6539
C -0.2105 3.5117 -2.4837
C -2.8532 -2.8423 1.1198
C -2.1979 -0.4728 0.3904
C 3.3217 0.0188 1.4806
C -0.8938 -0.4596 1.1740
C 0.7589 4.0828 -3.5439
C -2.7386 -1.8460 -0.0090
C 1.8958 -0.1497 2.0245
B 1.8320 2.4550 -2.3308
H 0.6608 -2.4570 -2.3264
H -2.9804 0.0081 0.9808
H -0.7895 -0.6933 -2.2409
H -0.2805 1.2826 0.1280
H 0.8692 1.5876 2.7141
H -0.1759 -2.3590 0.5417
H -3.4379 -3.6907 0.7774
H 3.6138 -0.8126 0.8532
H 2.0200 -2.0013 1.2910
H 2.0832 -2.5822 -1.4810
H 1.5949 1.8253 1.1542
H -1.9043 -3.2251 1.4758
H -3.3702 -2.4097 1.9734
H -2.1524 -2.2575 -0.8283
H -0.9575 1.5775 1.5792
H 3.4560 0.9377 0.9263
H -4.6819 -1.7253 0.1098
H -2.0994 0.1229 -0.5051
H 4.0035 0.0453 2.3240
H -1.9431 -0.3265 2.7937
```

=====

Record 8
Molecular formula: C10H20BN
Method: DFT, ωB97M-V/def2-TZVPD

The LUMO energy comes out at 0.0272 hartree. As for the HOMO-LUMO gap: 9.32 eV. The calculation puts the calculated total energy at -472.59360 hartree. The SMILES is CC1=CB(C(C)C)N(C(C)C)C1. The calculation puts the highest occupied orbital energy at -0.3152 Eh. For the energy above the lowest of the compared OMol25 structures with the same formula, charge and spin, the calculation gives 16.6 kcal/mol.

Geometry as XYZ:
```
32
C10H20BN ωB97M-V/def2-TZVPD
N 0.6091 0.1808 -0.0416
C -2.6518 1.0496 -0.7652
C 0.9966 1.5411 -0.3356
C 1.6990 -3.2801 0.7257
C -0.4457 -1.8512 0.3915
C 2.1675 1.9029 0.6158
C -3.1141 -0.4371 1.1710
C 1.5185 -0.8385 -0.2829
C -2.0968 0.4676 0.5174
C 0.8506 -2.0861 0.3215
C 1.2058 1.8171 -1.8157
B -0.7297 -0.3615 0.2214
H -2.0031 1.3544 1.1206
H 0.4873 1.1510 -2.3993
H 2.2572 1.6426 -2.2543
H 2.5015 -0.6769 0.1193
H 1.0756 -4.0754 0.5646
H 2.8908 1.0880 0.9212
H -2.9706 -1.4159 0.6989
H -3.0275 0.2533 -1.4107
H -3.2848 1.8950 -0.6092
H -1.0723 -2.6322 0.8121
H 1.0758 2.8152 -2.1014
H 1.8947 2.5890 1.3804
H 2.8283 2.4923 -0.0200
H 2.5526 -3.1782 0.1579
H 0.1646 2.0390 0.0019
H 1.9028 -1.1329 -1.3332
H -3.1464 -0.6593 2.2828
H -4.1091 -0.0536 0.8155
H -1.8580 1.5806 -1.2675
H 1.8316 -3.1805 1.7971
```

=====

Which of these has the highest calculated total energy?
C10H20